{"formula": "C36H41N2O10", "method": "ωB97M-V/def2-TZVPD", "elements": ["O", "O", "O", "O", "O", "O", "O", "O", "O", "O", "N", "N", "C", "C", "C", "C", "C", "C", "C", "C", "C", "C", "C", "C", "C", "C", "C", "C", "C", "C", "C", "C", "C", "C", "C", "C", "C", "C", "C", "C", "C", "C", "C", "C", "C", "C", "C", "C", "H", "H", "H", "H", "H", "H", "H", "H", "H", "H", "H", "H", "H", "H", "H", "H", "H", "H", "H", "H", "H", "H", "H", "H", "H", "H", "H", "H", "H", "H", "H", "H", "H", "H", "H", "H", "H", "H", "H", "H", "H"], "coordinates": [[8.6200, 35.9860, 5.1950], [7.0090, 40.7790, 6.9020], [12.7610, 33.5360, 7.9330], [10.5050, 42.3320, 1.5010], [10.4130, 35.1770, 0.6780], [11.6870, 40.7710, 5.6410], [14.7850, 45.7220, 2.6230], [15.2100, 33.2480, 2.8990], [2.9170, 37.5310, 4.9190], [15.9430, 37.5850, 3.8050], [5.9570, 40.2490, 2.2270], [8.0410, 39.9100, 2.7070], [12.6350, 43.3190, 0.7440], [11.7600, 34.1610, 7.1930], [13.7750, 37.7200, 4.7680], [14.6690, 39.6520, 3.6550], [11.4910, 34.8170, 1.3410], [13.7280, 44.9380, 2.3010], [3.6930, 39.6030, 5.7280], [13.6170, 40.5060, 4.1760], [10.8420, 35.2780, 5.0850], [11.5870, 33.4900, 1.9960], [11.6940, 43.6340, 2.9980], [14.1090, 33.7670, 2.3270], [12.7730, 44.6570, 3.3520], [11.6380, 43.1340, 1.7420], [10.4880, 34.2680, 7.7230], [5.3960, 37.8650, 5.1910], [12.8580, 33.0600, 2.4060], [3.9720, 38.2640, 5.3370], [12.7190, 39.9450, 5.1010], [4.7330, 40.4290, 6.3680], [14.7990, 38.2830, 4.0300], [9.2910, 39.2530, 3.1620], [4.4590, 40.0920, 2.1820], [6.4060, 38.6620, 5.8260], [14.0680, 35.0330, 1.8780], [12.5940, 38.6110, 5.2960], [9.6530, 35.3810, 5.7960], [6.9090, 39.3680, 2.2820], [11.9520, 34.5640, 5.8190], [6.5120, 41.5220, 2.4890], [9.3770, 34.8520, 7.0090], [13.6150, 44.2380, 1.0490], [6.0090, 39.9840, 6.4280], [9.9560, 38.5040, 2.0030], [7.8810, 41.3020, 2.8240], [12.6790, 35.6210, 1.3300], [9.2310, 37.9240, 1.4060], [14.9720, 32.6350, 3.6370], [6.6010, 38.1890, 2.2610], [12.6820, 42.9310, -0.3420], [4.1120, 40.4080, 1.3290], [3.0790, 36.7270, 4.5600], [11.7550, 38.1110, 5.7380], [8.3660, 34.7350, 7.6000], [8.9950, 38.4600, 3.9980], [12.8930, 36.4340, 0.9950], [11.0930, 40.1060, 6.1000], [5.6500, 36.9060, 4.9320], [10.9670, 35.7680, 4.0130], [7.4970, 38.3870, 5.7880], [3.9010, 40.7190, 2.8130], [9.5360, 34.8780, 1.0250], [10.6830, 37.8480, 2.1170], [10.6760, 42.2680, 0.4430], [13.6290, 41.5720, 3.8160], [10.4640, 39.2980, 1.2640], [10.5950, 32.8540, 2.2780], [8.3470, 36.0870, 4.2870], [13.7200, 36.6810, 4.9560], [13.0940, 45.0850, 4.4000], [12.2970, 32.9820, 8.6070], [10.5340, 34.0960, 8.6710], [10.9290, 43.4160, 3.9000], [12.9730, 34.5390, 5.4230], [14.7870, 35.6400, 2.0570], [16.8310, 38.0080, 3.9700], [12.9330, 32.0190, 2.7850], [5.9450, 42.5130, 2.5450], [9.9650, 39.9620, 3.6380], [7.8000, 40.3440, 7.4000], [2.7340, 40.0940, 5.6630], [14.3440, 44.5370, 0.1770], [15.4030, 40.1880, 3.0760], [4.2890, 41.3290, 6.5190], [4.0930, 39.2480, 2.4010], [8.7660, 41.9050, 3.0760], [14.4990, 46.4040, 3.2180]], "molar_mass_g_mol": 661.7, "e_above_lowest_kj_mol": 127.59, "gap_ha": 0.2751, "max_force_ev_per_a": 13.9, "total_charge": 1, "homo_energy_ev": -10.064}



{"formula": "C2H6N2O", "method": "ωB97M-V/def2-TZVPD", "elements": ["O", "N", "N", "C", "C", "H", "H", "H", "H", "H", "H"], "coordinates": [[-1.1296, 0.3112, -0.5759], [1.4667, 0.7884, 0.6565], [-0.3358, 1.1653, -1.3230], [0.0769, -1.3233, 1.1257], [0.8800, -0.1199, 0.9496], [0.5780, 1.2509, -0.7474], [-0.5712, -1.2832, 0.2272], [-0.3903, -1.2874, 2.1514], [-0.3608, 0.7701, -2.2238], [0.6577, -2.3561, 1.1022], [-0.8717, 2.0839, -1.3425]], "smiles": "[NH3+][O-].CC#N", "molar_mass_g_mol": 74.1, "e_above_lowest_kj_mol": 413.57, "gap_ha": 0.3522, "max_force_ev_per_a": 4.5, "homo_energy_ev": -8.717}



{"formula": "C5H6O2", "method": "ωB97M-V/def2-TZVPD", "elements": ["O", "O", "C", "C", "C", "C", "C", "H", "H", "H", "H", "H", "H"], "coordinates": [[-2.5325, -0.3374, -1.8237], [1.5990, -1.2379, 0.5146], [1.3591, -0.1330, -0.3369], [1.0077, 1.0480, 0.4501], [-0.1974, -0.0617, -0.1209], [0.2572, 0.4620, 1.4627], [0.3271, -0.9443, 1.0668], [-2.2932, 0.2210, -2.5695], [1.8855, -0.0863, -1.2836], [-1.7737, -0.2320, -1.2164], [1.0206, 2.0898, 0.1578], [-0.4392, 0.9474, 2.1324], [-0.2202, -1.7355, 1.5667]], "molar_mass_g_mol": 98.1, "e_above_lowest_kj_mol": 497.40, "gap_ha": 0.3598, "max_force_ev_per_a": 0.5, "homo_energy_ev": -9.024}



{"formula": "C42H41N6O2ReSb", "method": "ωB97M-V/def2-TZVPD", "elements": ["Re", "Sb", "O", "O", "N", "N", "N", "N", "N", "N", "C", "C", "C", "C", "C", "C", "C", "C", "C", "C", "C", "C", "C", "C", "C", "C", "C", "C", "C", "C", "C", "C", "C", "C", "C", "C", "C", "C", "C", "C", "C", "C", "C", "C", "C", "C", "C", "C", "C", "C", "C", "C", "H", "H", "H", "H", "H", "H", "H", "H", "H", "H", "H", "H", "H", "H", "H", "H", "H", "H", "H", "H", "H", "H", "H", "H", "H", "H", "H", "H", "H", "H", "H", "H", "H", "H", "H", "H", "H", "H", "H", "H", "H"], "coordinates": [[-1.3145, 0.6197, 0.3378], [-4.3202, 0.7002, 2.5028], [0.4784, 1.8820, -0.2254], [1.1066, -2.1110, 1.6746], [-2.2956, -1.1552, 1.0645], [-1.3400, 1.4606, 2.6561], [2.4827, 0.6822, 0.0736], [0.7569, 0.2833, -4.0827], [-2.9237, 2.0835, 0.1375], [0.4759, -0.2036, 0.5150], [2.8178, -0.6524, 0.6349], [4.8790, 0.3686, 1.6293], [-1.8211, -2.4038, 0.7585], [-0.9148, -2.7235, -0.3968], [1.1113, 1.9785, 2.7515], [0.1972, 0.1318, -2.7769], [-2.8406, 3.0840, -0.7873], [-3.2840, -1.0690, 2.0006], [3.9494, -3.8294, -1.1182], [3.4501, -2.9606, -0.1599], [4.2176, -2.0041, -2.6538], [-2.0644, 0.0264, -1.4877], [1.2871, -0.8734, -4.7770], [5.8170, 0.5253, 2.6368], [4.3355, -3.3542, -2.3661], [0.2867, 1.4048, -4.8631], [-3.7255, -2.1565, 2.7212], [1.4053, -1.1324, 1.0682], [-3.4296, -0.3342, -1.5031], [1.1910, 0.8865, 0.0661], [-2.6841, 2.0339, 4.5864], [3.7127, -1.1292, -1.6976], [5.6853, -0.1833, 3.8242], [-4.0270, -0.8394, -2.6360], [-0.2557, 1.9267, 3.3475], [-3.9555, 3.8523, -1.1027], [3.7941, -0.4875, 1.7988], [-5.1632, 3.6337, -0.4884], [-2.5373, 1.5282, 3.3089], [-1.5632, 3.3706, -1.4978], [-1.2936, -0.1443, -2.6732], [-1.9232, -0.6900, -3.7914], [-3.1588, -3.4037, 2.4952], [4.6174, -1.0509, 3.9885], [-4.1117, 1.8988, 0.7766], [-2.2356, -3.5124, 1.4921], [-5.2324, 2.6472, 0.4852], [3.6717, -1.2089, 2.9804], [3.3307, -1.6054, -0.4496], [-3.2640, -1.0217, -3.7879], [-0.3623, 2.4054, 4.6516], [-1.5756, 2.4779, 5.2845], [3.1552, 1.4059, -0.1272], [-4.5182, -2.0394, 3.4496], [-1.5068, -3.2710, -1.1348], [-0.7757, 3.6549, -0.8068], [1.7843, -1.5267, -4.0569], [-0.4830, -1.8782, -0.8958], [5.0361, 0.8999, 0.6958], [2.0380, -0.5479, -5.4977], [1.1002, 2.5128, 1.8075], [0.5519, -1.4800, -5.3249], [3.1685, -3.3398, 0.8162], [-0.1152, -3.3813, -0.0594], [1.7830, 2.5119, 3.4194], [0.5376, 2.7406, 5.1483], [-3.8479, 4.6270, -1.8486], [2.8512, -1.8979, 3.1237], [-1.7166, 4.1875, -2.1992], [4.0460, -4.8820, -0.8853], [6.4214, -0.0689, 4.6090], [-1.2239, 2.5024, -2.0628], [0.8868, 1.4885, -5.7682], [4.5165, -1.6182, 4.9047], [-1.6613, 2.8682, 6.2910], [4.5206, -1.6241, -3.6210], [-1.8063, -4.4721, 1.2358], [6.6574, 1.1905, 2.4885], [3.6177, -0.0809, -1.9513], [-6.0330, 4.2230, -0.7493], [0.4034, 1.0281, -2.2068], [-3.4640, -4.2700, 3.0676], [-6.1569, 2.4652, 1.0175], [1.5252, 0.9790, 2.6317], [0.4159, 2.3347, -4.2993], [-3.6658, 2.0659, 5.0409], [-0.7674, 1.3466, -5.1734], [-1.3351, -0.8342, -4.6887], [-5.0782, -1.0969, -2.6253], [4.7312, -4.0352, -3.1084], [-4.0413, -0.2221, -0.6192], [0.7285, -0.6942, -2.2794], [-3.7199, -1.4238, -4.6837]], "molar_mass_g_mol": 969.8, "e_above_lowest_kj_mol": 0.00, "gap_ha": [0.1906, 0.2011], "max_force_ev_per_a": 0.8, "total_charge": 2, "homo_energy_ev": [-12.552, -12.550], "spin_multiplicity": 2}